# 1
{"formula": "H12O6", "method": "wB97M-V/def2-TZVPD", "total_energy_ha": -458.6124, "e_above_lowest_kcal_mol": 37.7, "homo_lumo_gap_ha": 0.40779, "homo_energy_ha": -0.405, "smiles": "O.O.O.O.O.O", "max_force_ev_per_a": 2.104, "species": ["O", "H", "H", "O", "H", "H", "O", "H", "H", "O", "H", "H", "O", "H", "H", "O", "H", "H"], "positions_angstrom": [[5.30, 8.81, -19.69], [5.94, 8.14, -20.07], [4.47, 8.36, -19.72], [7.96, 3.29, -19.72], [8.69, 3.89, -19.51], [8.34, 2.46, -19.41], [3.75, 2.80, -20.80], [4.07, 3.72, -20.86], [4.53, 2.27, -20.91], [8.11, 8.00, -19.08], [8.14, 7.29, -19.71], [8.98, 8.41, -19.13], [6.78, 6.08, -20.55], [6.94, 5.15, -20.57], [5.84, 5.99, -20.37], [4.16, 5.62, -20.32], [3.61, 6.28, -20.73], [3.81, 5.84, -19.43]]}

# 2
{"formula": "C6H5F", "method": "wB97M-V/def2-TZVPD", "total_energy_ha": -331.2354, "e_above_lowest_kcal_mol": 150.2, "homo_lumo_gap_ha": 0.33295, "homo_energy_ha": -0.337, "max_force_ev_per_a": 4.947, "species": ["C", "C", "C", "C", "C", "C", "H", "H", "H", "H", "H", "F"], "positions_angstrom": [[-1.18, -0.53, -0.23], [-1.29, 0.90, -0.05], [-0.20, 1.65, -0.14], [-0.18, -1.38, 0.02], [1.27, -1.05, 0.19], [2.35, -0.53, -0.13], [-2.28, 1.18, 0.79], [0.05, 2.81, 0.53], [0.71, 0.89, -0.81], [-0.26, -2.43, -0.01], [3.51, -0.35, -0.10], [-2.49, -1.17, -0.08]]}

# 3
{"formula": "C25H20Cl3CrN6O4S2", "method": "wB97M-V/def2-TZVPD", "total_energy_ha": -4815.7139, "s2": 0.7687, "e_above_lowest_kcal_mol": 1.6, "homo_lumo_gap_ha": [0.25088, 0.25181], "multiplicity": 2, "homo_energy_ha": [-0.281, -0.281], "max_force_ev_per_a": 1.180, "species": ["Cr", "C", "O", "C", "C", "C", "C", "C", "C", "N", "N", "C", "C", "O", "C", "C", "C", "C", "C", "C", "C", "C", "H", "H", "H", "H", "H", "H", "H", "H", "H", "H", "H", "H", "H", "N", "C", "N", "C", "C", "S", "C", "C", "S", "C", "N", "N", "H", "H", "H", "H", "H", "H", "Cl", "Cl", "C", "Cl", "C", "O", "O", "H"], "positions_angstrom": [[0.32, -0.57, -0.86], [2.79, 2.55, -1.39], [1.68, 2.13, -0.62], [1.77, 2.22, 0.73], [2.68, 3.06, 1.37], [2.68, 3.16, 2.75], [1.75, 2.45, 3.49], [0.85, 1.61, 2.86], [0.86, 1.46, 1.47], [-0.04, 0.55, 0.83], [-1.05, 0.31, 1.56], [-2.09, -0.48, 1.26], [-2.35, -1.02, -0.03], [-1.54, -0.84, -1.02], [-3.55, -1.76, -0.25], [-4.40, -2.03, 0.77], [-4.18, -1.52, 2.08], [-5.07, -1.80, 3.13], [-4.87, -1.28, 4.38], [-3.76, -0.47, 4.62], [-2.86, -0.19, 3.62], [-3.04, -0.72, 2.33], [3.72, 2.13, -1.02], [2.86, 3.64, -1.42], [2.61, 2.18, -2.40], [3.39, 3.63, 0.79], [3.40, 3.80, 3.23], [1.75, 2.52, 4.57], [0.16, 1.02, 3.43], [-3.71, -2.13, -1.26], [-5.27, -2.64, 0.59], [-5.93, -2.43, 2.92], [-5.57, -1.51, 5.18], [-3.60, -0.06, 5.61], [-2.01, 0.44, 3.81], [1.09, -3.88, -2.15], [0.92, -2.88, -3.01], [0.57, -1.65, -2.72], [0.43, -0.88, -3.86], [0.67, -1.51, -5.03], [1.09, -3.15, -4.74], [0.05, 0.50, -3.64], [-0.24, 1.44, -4.57], [-0.75, 2.90, -3.79], [-0.53, 2.14, -2.25], [-0.08, 0.91, -2.33], [-0.90, 2.77, -1.11], [0.99, -3.67, -1.16], [1.51, -4.74, -2.45], [0.62, -1.11, -6.03], [-0.23, 1.37, -5.64], [-0.99, 3.77, -1.12], [-0.62, 2.33, -0.25], [0.38, -2.39, 0.50], [4.24, -3.29, -0.84], [4.49, -1.62, -0.30], [5.35, -0.69, -1.54], [3.13, -0.97, 0.05], [2.95, -0.70, 1.22], [2.36, -0.74, -0.96], [5.11, -1.65, 0.59]]}

# 4
{"formula": "C14H17IN2O2W", "method": "wB97M-V/def2-TZVPD", "total_energy_ha": -1167.7507, "s2": 2.1197, "e_above_lowest_kcal_mol": 4.0, "homo_lumo_gap_ha": [0.20530, 0.24756], "multiplicity": 3, "homo_energy_ha": [-0.572, -0.575], "total_charge": 2, "max_force_ev_per_a": 4.283, "species": ["C", "C", "H", "H", "H", "H", "H", "H", "C", "C", "C", "C", "H", "H", "H", "H", "N", "C", "C", "N", "C", "C", "C", "H", "H", "C", "H", "H", "W", "I", "C", "O", "C", "O", "H", "H", "H"], "positions_angstrom": [[1.11, -2.22, -2.15], [-0.53, -2.45, -1.75], [1.73, -1.28, -2.31], [1.12, -2.60, -3.18], [1.72, -2.91, -1.54], [-1.45, -1.77, -1.84], [-0.79, -3.07, -2.64], [-0.62, -3.14, -0.89], [1.84, 2.20, -0.29], [2.09, 3.50, 0.13], [1.04, 4.28, 0.61], [-0.23, 3.74, 0.66], [2.62, 1.53, -0.68], [3.12, 3.88, 0.09], [1.21, 5.31, 0.93], [-1.10, 4.29, 1.04], [0.60, 1.67, -0.23], [-0.45, 2.42, 0.23], [-1.69, 1.68, 0.40], [-1.63, 0.35, 0.04], [-2.66, -0.47, 0.35], [-3.84, 1.32, 1.44], [-3.76, -0.02, 1.07], [-2.54, -1.51, 0.04], [-4.53, -0.74, 1.35], [-2.81, 2.18, 1.09], [-2.80, 3.24, 1.36], [-4.71, 1.70, 1.99], [0.14, -0.42, -1.00], [-0.23, 0.77, -3.37], [2.01, -2.71, 0.92], [1.36, -1.77, 1.80], [0.65, -0.70, 1.25], [0.27, 0.14, 2.07], [2.66, -3.33, 1.56], [2.62, -2.18, 0.16], [1.26, -3.35, 0.42]]}

# 5
{"formula": "C12H18F6N3O5PS2", "method": "wB97M-V/def2-TZVPD", "total_energy_ha": -2745.3000, "homo_lumo_gap_ha": 0.27274, "homo_energy_ha": -0.309, "max_force_ev_per_a": 4.133, "species": ["C", "C", "P", "C", "C", "N", "C", "N", "C", "C", "C", "C", "O", "C", "H", "H", "H", "H", "H", "H", "H", "H", "H", "H", "H", "H", "H", "H", "H", "H", "H", "H", "C", "F", "F", "F", "S", "O", "O", "N", "S", "O", "O", "C", "F", "F", "F"], "positions_angstrom": [[1.03, -1.60, 1.78], [1.15, -2.56, 0.56], [0.42, -1.92, -1.02], [0.38, -0.08, -1.00], [-0.98, 0.55, -1.34], [-1.24, -2.60, -1.08], [-1.47, -3.50, -2.01], [-2.75, -3.88, -1.84], [-3.31, -3.20, -0.79], [-4.72, -3.35, -0.27], [-5.26, -1.94, 0.07], [-4.76, -1.40, 1.43], [-6.17, -1.90, 1.10], [-2.35, -2.36, -0.29], [0.03, -1.14, 1.75], [1.79, -0.82, 1.70], [1.15, -2.12, 2.73], [0.56, -3.46, 0.80], [2.18, -2.88, 0.40], [0.71, 0.34, -0.05], [1.09, 0.24, -1.77], [-1.38, 0.27, -2.32], [-0.82, 1.64, -1.38], [-1.73, 0.42, -0.55], [-0.81, -3.88, -2.77], [-3.18, -4.59, -2.41], [-4.80, -3.91, 0.66], [-5.40, -3.75, -1.03], [-5.35, -1.22, -0.75], [-5.12, -0.39, 1.63], [-4.60, -2.11, 2.23], [-2.38, -1.68, 0.54], [4.17, 1.38, 0.10], [3.81, 0.24, -0.53], [3.95, 1.19, 1.41], [5.49, 1.51, -0.05], [3.26, 2.83, -0.55], [1.88, 2.51, -0.28], [3.62, 2.88, -1.94], [3.91, 3.91, 0.38], [3.41, 5.40, 0.19], [2.07, 5.67, 0.61], [3.82, 6.04, -1.03], [4.47, 6.16, 1.48], [5.77, 5.97, 1.23], [4.22, 5.63, 2.69], [4.26, 7.47, 1.57]]}

# 6
{"formula": "C4H5N", "method": "wB97M-V/def2-TZVPD", "total_energy_ha": -209.9549, "e_above_lowest_kcal_mol": 131.1, "homo_lumo_gap_ha": 0.35672, "homo_energy_ha": -0.320, "max_force_ev_per_a": 0.671, "species": ["C", "C", "C", "C", "N", "H", "H", "H", "H", "H"], "positions_angstrom": [[2.23, -0.36, 0.12], [1.03, -0.39, 0.15], [-0.41, -0.42, 0.26], [-1.22, 0.81, 0.42], [-1.09, -0.25, -1.04], [3.30, -0.31, 0.09], [-0.75, -1.33, 0.76], [-0.58, 1.65, 0.10], [-2.01, 0.21, -0.84], [-0.52, 0.27, -1.69]]}

# 7
{"formula": "C36H31FN2OPdS2Te", "method": "wB97M-V/def2-TZVPD", "total_energy_ha": -2867.3608, "s2": 0.7725, "e_above_lowest_kcal_mol": 20.3, "homo_lumo_gap_ha": [0.26193, 0.23328], "multiplicity": 2, "homo_energy_ha": [-0.173, -0.171], "total_charge": -1, "max_force_ev_per_a": 0.944, "species": ["Pd", "S", "C", "N", "C", "C", "C", "C", "C", "C", "S", "H", "H", "H", "H", "C", "C", "C", "C", "C", "C", "Te", "N", "C", "O", "C", "C", "C", "C", "C", "C", "C", "C", "C", "C", "C", "C", "C", "C", "C", "C", "H", "H", "H", "H", "H", "H", "H", "H", "H", "H", "H", "H", "H", "H", "H", "H", "H", "H", "H", "H", "H", "H", "H", "F", "C", "C", "C", "C", "C", "C", "H", "H", "H", "H"], "positions_angstrom": [[1.40, -1.06, -0.34], [0.99, -3.32, -1.22], [2.62, -3.30, -1.75], [3.43, -2.31, -1.49], [4.68, -2.53, -1.98], [5.76, -1.65, -1.86], [6.97, -2.00, -2.41], [7.13, -3.21, -3.09], [6.07, -4.09, -3.23], [4.85, -3.74, -2.67], [3.34, -4.62, -2.66], [5.61, -0.71, -1.34], [7.81, -1.33, -2.32], [8.09, -3.46, -3.52], [6.20, -5.02, -3.75], [-7.71, -0.33, 1.60], [-6.32, -0.26, 1.04], [-5.61, -1.41, 0.72], [-4.32, -1.35, 0.21], [-3.62, -2.64, -0.11], [-3.70, -0.12, 0.01], [-1.69, -0.10, -0.84], [0.76, 0.29, -1.87], [1.59, 1.26, -1.65], [2.45, 1.13, -0.71], [1.52, 2.50, -2.47], [0.44, 2.72, -3.32], [0.37, 3.89, -4.05], [1.37, 4.84, -3.94], [2.45, 4.62, -3.09], [2.52, 3.45, -2.35], [-1.02, 1.12, 0.77], [-0.48, 2.37, 0.50], [-0.04, 3.20, 1.52], [-0.18, 2.78, 2.83], [-0.73, 1.54, 3.11], [-1.14, 0.68, 2.09], [-1.65, -0.68, 2.44], [-4.42, 1.05, 0.30], [-3.86, 2.43, 0.06], [-5.70, 0.96, 0.82], [-8.03, -1.36, 1.73], [-8.42, 0.16, 0.94], [-7.76, 0.17, 2.57], [-6.08, -2.38, 0.87], [-4.24, -3.49, 0.16], [-2.67, -2.72, 0.43], [-3.38, -2.72, -1.17], [-0.33, 1.97, -3.40], [-0.47, 4.07, -4.71], [1.32, 5.76, -4.51], [3.23, 5.36, -3.00], [3.34, 3.26, -1.67], [-0.40, 2.71, -0.53], [0.39, 4.16, 1.28], [0.14, 3.42, 3.65], [-0.81, 1.20, 4.13], [-1.39, -0.92, 3.47], [-1.20, -1.43, 1.79], [-2.73, -0.74, 2.33], [-3.13, 2.43, -0.74], [-3.37, 2.81, 0.96], [-4.67, 3.11, -0.20], [-6.24, 1.88, 1.04], [2.13, -1.87, 5.60], [1.99, -1.76, 4.25], [1.70, -2.89, 3.51], [1.55, -2.77, 2.14], [1.69, -1.53, 1.52], [2.01, -0.41, 2.29], [2.15, -0.51, 3.67], [1.59, -3.84, 4.01], [1.32, -3.65, 1.54], [2.13, 0.56, 1.81], [2.39, 0.35, 4.28]]}

# 8
{"formula": "C5H14N3OS2", "method": "wB97M-V/def2-TZVPD", "total_energy_ha": -1234.5353, "homo_lumo_gap_ha": 0.28777, "homo_energy_ha": -0.413, "total_charge": 1, "max_force_ev_per_a": 1.193, "species": ["N", "C", "N", "C", "C", "S", "N", "H", "H", "H", "H", "H", "H", "H", "H", "C", "S", "O", "C", "H", "H", "H", "H", "H", "H"], "positions_angstrom": [[2.62, -1.55, 1.75], [1.42, -1.10, 1.45], [0.98, 0.15, 1.72], [-0.52, 0.11, 1.69], [-0.80, -1.39, 1.57], [-2.28, -1.91, 0.68], [0.44, -1.82, 0.87], [2.88, -2.50, 1.55], [3.33, -0.94, 2.13], [1.44, 0.61, 2.49], [-0.86, 0.64, 0.80], [-0.96, 0.54, 2.58], [-0.79, -1.83, 2.57], [-3.07, -1.80, 1.75], [0.58, -2.81, 0.71], [0.65, 1.51, -1.62], [0.05, 1.94, -3.27], [-0.13, 3.41, -3.27], [-1.58, 1.21, -3.08], [1.65, 1.93, -1.52], [-0.02, 1.97, -0.88], [0.69, 0.43, -1.51], [-2.08, 1.67, -2.23], [-1.49, 0.13, -2.95], [-2.13, 1.42, -3.99]]}

Which formula does entry 8 have?
C5H14N3OS2

Which formula does entry 8 have?
C5H14N3OS2